Molecular formula: C7H12O
Method: DFT, ωB97M-V/def2-TZVPD

CARTESIAN COORDINATES (ANGSTROEM)
C  0.02  1.52  -1.20
O  -0.04  2.19  -2.45
C  -0.36  0.04  -1.28
C  0.59  -0.89  -0.54
C  0.57  -0.88  0.92
C  1.66  -1.29  1.70
C  -1.77  -0.81  1.76
C  -0.56  -0.31  1.65
H  1.03  1.69  -0.83
H  -0.67  2.01  -0.51
H  -0.81  1.92  -2.90
H  -1.40  -0.16  -1.03
H  -0.23  -0.19  -2.33
H  0.37  -1.95  -0.80
H  1.61  -0.80  -0.91
H  2.58  -1.75  1.37
H  1.64  -1.25  2.78
H  -2.52  -0.31  2.36
H  -2.08  -1.74  1.29
H  -0.24  0.62  2.13

Results
- Multiplicity: 2
- Relative energy (zero: lowest compared OMol25 entry of this formula, charge and spin): 82.6 kJ/mol
- F_max: 1.8 eV Å⁻¹
- Charge: +1
- HOMO (spin up / spin down): -13.75 / -13.72 eV
- LUMO (spin up / spin down): -4.913 / -8.473 eV